DFT (the ωB97M-V functional and the def2-TZVPD basis) results for a 2-piece molecular cluster, CH6N3 overall.

Output
Highest occupied orbital energy (spin up / spin down) (eV): -13.29 / -13.28
Molecular weight (g mol⁻¹): 60.080
Multiplicity: 1
HOMO-LUMO gap (spin up / spin down) (hartree): 0.3105 / 0.3106
Lowest unoccupied orbital energy (spin up / spin down) (eV): -4.84 / -4.83
Total charge: +1

Atoms and positions in Å:
1 C 1.08 0.06 -0.36
2 N -0.76 -0.29 0.85
3 N 2.15 -0.31 0.15
4 N -1.87 0.01 0.08
5 H 1.02 0.86 -1.18
6 H 3.07 -0.06 -0.13
7 H 2.07 -1.02 0.98
8 H -2.30 -0.54 -0.75
9 H -1.84 1.02 -0.41
10 H -2.61 0.27 0.76


DFT (the ωB97M-V functional and the def2-TZVPD basis) results for a 8-piece molecular cluster, C42H99N5O19 overall.

Output
Highest occupied orbital energy (eV): -8.44
Molecular weight (g mol⁻¹): 978.270
Multiplicity: 1
HOMO-LUMO gap (hartree): 0.3267
Lowest unoccupied orbital energy (eV): 0.45

Atoms and positions in Å:
1 C 5.33 -12.77 -10.66
2 C 3.96 -12.60 -10.02
3 O 3.94 -13.40 -8.83
4 C 2.76 -13.55 -8.24
5 O 1.71 -13.10 -8.61
6 O 2.95 -14.25 -7.12
7 C 1.86 -14.25 -6.20
8 H 5.47 -12.00 -11.41
9 H 5.45 -13.77 -11.07
10 H 6.06 -12.66 -9.86
11 H 3.17 -12.95 -10.69
12 H 3.75 -11.57 -9.77
13 H 1.25 -15.14 -6.34
14 H 1.23 -13.38 -6.33
15 H 2.30 -14.27 -5.20
16 C 11.20 -8.48 -5.14
17 C 12.22 -8.04 -6.17
18 O 11.64 -6.97 -6.91
19 C 12.01 -6.80 -8.18
20 O 12.75 -7.51 -8.81
21 O 11.34 -5.75 -8.66
22 C 11.88 -5.14 -9.83
23 H 11.55 -9.31 -4.53
24 H 10.33 -8.79 -5.72
25 H 10.95 -7.69 -4.43
26 H 12.50 -8.88 -6.79
27 H 13.12 -7.69 -5.65
28 H 11.09 -4.51 -10.23
29 H 12.26 -5.87 -10.54
30 H 12.75 -4.54 -9.53
31 C 7.68 -6.65 -9.56
32 C 6.93 -5.49 -10.22
33 O 7.43 -4.27 -9.70
34 C 7.78 -3.35 -10.60
35 O 7.55 -3.36 -11.78
36 O 8.47 -2.40 -9.96
37 C 9.17 -1.48 -10.78
38 H 7.41 -6.69 -8.51
39 H 8.76 -6.49 -9.67
40 H 7.51 -7.63 -10.01
41 H 5.86 -5.61 -10.00
42 H 6.97 -5.57 -11.30
43 H 9.62 -0.74 -10.11
44 H 8.51 -0.92 -11.44
45 H 9.98 -1.96 -11.32
46 C 14.90 -19.16 -9.18
47 O 14.21 -18.01 -9.61
48 C 14.90 -16.80 -9.30
49 C 14.34 -15.72 -10.20
50 N 14.56 -14.39 -9.64
51 C 13.50 -14.01 -8.71
52 C 13.47 -12.51 -8.54
53 O 13.16 -11.98 -9.80
54 C 13.04 -10.58 -9.81
55 H 15.92 -19.20 -9.57
56 H 14.33 -20.01 -9.55
57 H 14.87 -19.24 -8.08
58 H 15.98 -16.97 -9.35
59 H 14.62 -16.55 -8.27
60 H 13.30 -15.94 -10.47
61 H 14.85 -15.74 -11.17
62 H 14.49 -13.72 -10.39
63 H 13.64 -14.48 -7.73
64 H 12.49 -14.31 -9.03
65 H 14.39 -12.07 -8.12
66 H 12.69 -12.26 -7.80
67 H 12.45 -10.16 -8.99
68 H 12.59 -10.27 -10.75
69 H 14.03 -10.10 -9.79
70 C 9.64 -12.11 -6.65
71 O 8.57 -11.76 -7.49
72 C 8.31 -10.37 -7.58
73 C 6.93 -10.22 -8.24
74 N 5.83 -10.94 -7.64
75 C 5.49 -10.46 -6.29
76 C 4.50 -11.40 -5.63
77 O 3.67 -10.83 -4.63
78 C 3.14 -9.56 -4.89
79 H 9.58 -11.72 -5.63
80 H 10.58 -11.79 -7.11
81 H 9.68 -13.20 -6.64
82 H 9.00 -9.88 -8.28
83 H 8.39 -9.90 -6.60
84 H 7.03 -10.61 -9.26
85 H 6.82 -9.13 -8.30
86 H 6.15 -11.91 -7.57
87 H 4.99 -9.51 -6.47
88 H 6.36 -10.27 -5.65
89 H 5.03 -12.18 -5.08
90 H 3.90 -11.95 -6.37
91 H 3.78 -8.73 -4.58
92 H 2.24 -9.46 -4.27
93 H 2.86 -9.52 -5.95
94 C 8.51 -21.25 -7.84
95 O 8.38 -20.58 -9.05
96 C 7.09 -20.69 -9.61
97 C 7.07 -19.99 -10.95
98 N 7.52 -18.60 -10.91
99 C 6.92 -17.78 -9.88
100 C 7.08 -16.29 -10.16
101 O 6.95 -15.56 -8.95
102 C 8.11 -14.86 -8.60
103 H 8.22 -22.31 -7.90
104 H 7.95 -20.77 -7.02
105 H 9.56 -21.17 -7.54
106 H 6.38 -20.22 -8.91
107 H 6.72 -21.73 -9.69
108 H 6.04 -19.90 -11.32
109 H 7.70 -20.51 -11.67
110 H 8.52 -18.51 -10.83
111 H 7.23 -18.03 -8.85
112 H 5.85 -18.00 -9.76
113 H 6.31 -15.97 -10.85
114 H 8.08 -16.10 -10.57
115 H 7.96 -14.43 -7.60
116 H 8.33 -14.00 -9.24
117 H 9.00 -15.50 -8.48
118 C -3.58 -8.47 -0.15
119 O -3.10 -9.50 -1.01
120 C -4.08 -9.98 -1.90
121 C -3.56 -11.15 -2.70
122 N -2.71 -10.84 -3.85
123 C -1.36 -10.42 -3.52
124 C -0.64 -9.85 -4.74
125 O -1.55 -9.10 -5.50
126 C -1.00 -8.66 -6.73
127 H -2.97 -8.52 0.75
128 H -4.65 -8.58 0.04
129 H -3.44 -7.48 -0.60
130 H -4.35 -9.16 -2.59
131 H -5.05 -10.25 -1.46
132 H -4.41 -11.69 -3.12
133 H -3.06 -11.88 -2.05
134 H -3.17 -10.13 -4.40
135 H -0.80 -11.30 -3.18
136 H -1.33 -9.73 -2.67
137 H -0.16 -10.63 -5.33
138 H 0.12 -9.17 -4.34
139 H -1.82 -8.24 -7.31
140 H -0.62 -9.52 -7.30
141 H -0.25 -7.88 -6.57
142 C 1.44 -12.27 4.36
143 O 1.28 -13.44 3.60
144 C 0.51 -13.24 2.43
145 C 0.50 -14.50 1.63
146 N 1.84 -14.86 1.13
147 C 1.84 -15.52 -0.17
148 C 1.53 -14.60 -1.34
149 O 2.42 -13.50 -1.28
150 C 2.21 -12.58 -2.32
151 H 0.48 -11.89 4.72
152 H 1.99 -11.51 3.79
153 H 1.99 -12.53 5.26
154 H 0.89 -12.37 1.88
155 H -0.53 -13.03 2.74
156 H -0.20 -14.38 0.78
157 H 0.08 -15.33 2.20
158 H 2.35 -13.98 1.02
159 H 1.15 -16.36 -0.14
160 H 2.86 -15.91 -0.28
161 H 0.50 -14.21 -1.26
162 H 1.64 -15.16 -2.27
163 H 2.34 -13.02 -3.32
164 H 2.89 -11.75 -2.16
165 H 1.20 -12.16 -2.29


DFT (the ωB97M-V functional and the def2-TZVPD basis) results for an isolated ion of composition C3H4FO2S and charge -1.

Output
Highest occupied orbital energy (eV): -3.00
Molecular weight (g mol⁻¹): 123.128
Multiplicity: 1
HOMO-LUMO gap (hartree): 0.2463
Lowest unoccupied orbital energy (eV): 3.70
Total charge: -1

Atoms and positions in Å:
1 C 1.40 0.53 -0.07
2 C 0.86 -0.79 0.14
3 C -0.44 -1.12 -0.06
4 O -1.22 -2.08 0.10
5 O -1.21 0.21 -0.51
6 S -2.75 0.33 -0.44
7 F -2.82 1.41 1.01
8 H 2.33 0.76 0.34
9 H 1.46 0.81 -1.18
10 H 0.72 1.46 0.22
11 H 1.65 -1.51 0.46


DFT (the ωB97M-V functional and the def2-TZVPD basis) results for one molecule with the formula C3H10N3PS.

Output
Highest occupied orbital energy (eV): -7.96
Molecular weight (g mol⁻¹): 151.175
Multiplicity: 1
HOMO-LUMO gap (hartree): 0.3196
Lowest unoccupied orbital energy (eV): 0.74

Atoms and positions in Å:
1 C -2.05 0.41 -0.72
2 C -1.59 1.12 0.26
3 C -1.32 0.57 1.62
4 S 0.43 0.01 1.85
5 P 1.20 -0.56 -0.04
6 N 0.16 -0.71 -1.26
7 N 2.25 -1.73 0.44
8 N 2.28 0.53 -0.59
9 H -2.11 0.76 -1.77
10 H -2.51 -0.52 -0.42
11 H -1.46 2.22 0.12
12 H -1.42 1.30 2.41
13 H -1.98 -0.24 1.87
14 H -0.56 -1.41 -1.18
15 H 2.97 -1.29 0.94
16 H 1.90 -2.52 0.99
17 H 2.12 1.50 -0.58
18 H 2.81 0.05 -1.31


DFT (the ωB97M-V functional and the def2-TZVPD basis) results for one molecule with the formula C5H10O2S.

Output
Highest occupied orbital energy (eV): -9.37
Molecular weight (g mol⁻¹): 134.200
Multiplicity: 1
HOMO-LUMO gap (hartree): 0.3591
Lowest unoccupied orbital energy (eV): 0.40

Atoms and positions in Å:
1 C 0.23 0.05 -0.68
2 C 0.16 -0.59 -2.01
3 C 1.23 -1.80 0.71
4 C -0.71 2.32 0.68
5 C 0.08 -0.86 0.47
6 O -0.02 -1.80 -2.12
7 O -2.35 0.35 0.26
8 S -1.38 1.20 -0.54
9 H 0.99 0.76 -0.64
10 H 0.15 0.14 -2.78
11 H 1.07 -2.21 1.70
12 H 2.14 -1.05 0.79
13 H 1.35 -2.56 -0.10
14 H 0.30 2.38 0.87
15 H -0.98 3.24 0.34
16 H -1.27 2.12 1.55
17 H -0.80 -1.44 0.21
18 H -0.18 -0.26 1.30


DFT (the ωB97M-V functional and the def2-TZVPD basis) results for a 2-piece molecular cluster, C3H8N3S overall.

Output
Highest occupied orbital energy (eV): -12.91
Molecular weight (g mol⁻¹): 118.185
Multiplicity: 1
HOMO-LUMO gap (hartree): 0.3405
Lowest unoccupied orbital energy (eV): -3.64
Total charge: +1

Atoms and positions in Å:
1 C 1.20 -1.61 -0.41
2 C -0.02 1.35 0.83
3 C -2.40 2.12 1.01
4 N 2.48 -1.71 -0.70
5 N -1.12 1.67 1.14
6 N 0.15 -1.38 -1.26
7 S 1.44 0.80 0.60
8 H 0.87 -1.81 0.57
9 H -3.05 1.28 1.31
10 H -2.46 3.02 1.52
11 H -2.63 2.12 -0.14
12 H 3.14 -1.96 0.01
13 H 2.70 -1.67 -1.72
14 H -0.68 -1.34 -0.68
15 H 0.40 -0.89 -2.08


DFT (the ωB97M-V functional and the def2-TZVPD basis) results for C34H44BN7ORuS2 as an isolated structure.

Output
Highest occupied orbital energy (spin up / spin down) (eV): -9.74 / -10.17
Molecular weight (g mol⁻¹): 742.790
Multiplicity: 2
Expectation value of S²: 0.7566
HOMO-LUMO gap (spin up / spin down) (hartree): 0.2554 / 0.2694
Lowest unoccupied orbital energy (spin up / spin down) (eV): -2.79 / -2.84
Total charge: +1

Atoms and positions in Å:
1 Ru 0.19 0.13 0.19
2 C 1.02 -0.31 3.31
3 N -0.14 0.02 2.45
4 C -1.18 -0.96 2.84
5 C -0.51 1.42 2.73
6 C -1.24 1.78 3.85
7 C -1.51 3.13 4.09
8 C -1.04 4.09 3.21
9 C -0.29 3.73 2.09
10 C 0.00 2.40 1.84
11 N 0.77 1.84 0.81
12 C 1.82 2.43 0.08
13 C 2.04 3.77 -0.19
14 C 3.18 4.17 -0.88
15 C 4.11 3.25 -1.31
16 C 3.89 1.89 -1.07
17 C 2.75 1.48 -0.41
18 N 2.50 0.07 -0.07
19 C 2.96 -0.89 -1.10
20 C 3.32 -0.25 1.12
21 H 0.70 -0.38 4.35
22 H 1.44 -1.27 3.00
23 H 1.77 0.47 3.24
24 H -1.34 -0.95 3.92
25 H -2.11 -0.77 2.33
26 H -0.82 -1.95 2.57
27 H -1.59 1.03 4.53
28 H -2.08 3.41 4.97
29 H -1.25 5.13 3.39
30 H 0.04 4.51 1.43
31 H 1.33 4.53 0.11
32 H 3.33 5.22 -1.07
33 H 5.00 3.56 -1.83
34 H 4.62 1.16 -1.40
35 H 4.04 -0.83 -1.23
36 H 2.71 -1.89 -0.75
37 H 2.46 -0.71 -2.04
38 H 4.38 -0.29 0.84
39 H 3.20 0.52 1.87
40 H 3.03 -1.22 1.51
41 C -3.96 1.64 2.37
42 N -3.38 2.40 1.27
43 C -3.61 3.74 1.04
44 C -3.06 4.02 -0.17
45 N -2.52 2.86 -0.67
46 B -2.20 2.59 -2.18
47 N -0.71 2.85 -2.57
48 C -0.24 4.00 -3.16
49 C 0.93 3.72 -3.77
50 N 1.19 2.39 -3.53
51 C 2.24 1.62 -4.17
52 C 0.20 1.89 -2.76
53 S 0.16 0.24 -2.20
54 C -2.70 1.89 0.23
55 S -2.19 0.23 0.14
56 H -4.40 2.35 3.07
57 H -3.19 1.07 2.88
58 H -4.73 0.97 1.99
59 H -4.13 4.35 1.74
60 H -3.05 4.93 -0.73
61 H -2.89 3.33 -2.84
62 H -2.41 1.43 -2.38
63 H -0.81 4.91 -3.15
64 H 1.60 4.33 -4.36
65 H 2.94 2.32 -4.63
66 H 1.81 0.97 -4.93
67 H 2.77 1.02 -3.43
68 C -0.94 -8.39 -0.98
69 C -0.82 -6.90 -0.86
70 C -1.54 -6.04 -1.67
71 C -1.42 -4.67 -1.57
72 C -2.25 -3.80 -2.49
73 C -0.54 -4.12 -0.61
74 C -0.46 -2.68 -0.58
75 O 0.24 -2.00 0.17
76 C 0.20 -4.99 0.23
77 C 1.15 -4.53 1.30
78 C 0.03 -6.36 0.07
79 H -1.64 -8.68 -1.76
80 H -1.27 -8.82 -0.03
81 H 0.03 -8.84 -1.20
82 H -2.22 -6.46 -2.41
83 H -2.87 -4.43 -3.13
84 H -1.63 -3.17 -3.13
85 H -2.91 -3.13 -1.94
86 H -1.08 -2.14 -1.30
87 H 1.25 -3.46 1.36
88 H 2.14 -4.96 1.11
89 H 0.82 -4.91 2.27
90 H 0.59 -7.03 0.71


DFT (the ωB97M-V functional and the def2-TZVPD basis) results for C17H28CaN8SSe3Te as an isolated structure.

Output
Highest occupied orbital energy (spin up / spin down) (eV): -1.96 / -3.70
Molecular weight (g mol⁻¹): 781.092
Multiplicity: 2
Expectation value of S²: 0.7636
HOMO-LUMO gap (spin up / spin down) (hartree): 0.1537 / 0.2172
Lowest unoccupied orbital energy (spin up / spin down) (eV): 2.22 / 2.21
Total charge: -1

Atoms and positions in Å:
1 Ca 0.46 0.07 -0.12
2 C -2.65 -0.22 1.03
3 C -2.79 -0.43 -0.47
4 N -1.77 0.29 -1.24
5 C -1.99 1.73 -1.42
6 C -1.56 2.58 -0.23
7 C -2.13 3.79 0.07
8 C -1.65 4.56 1.16
9 C -0.60 3.99 1.93
10 C -0.06 2.78 1.57
11 C 1.10 2.15 2.33
12 N 1.23 0.70 2.18
13 C 0.47 -0.12 3.13
14 C -1.03 -0.13 2.84
15 N -1.35 -0.68 1.53
16 N -0.50 2.06 0.48
17 H -3.48 -0.75 1.53
18 H -2.74 0.84 1.27
19 H -3.80 -0.13 -0.77
20 H -2.67 -1.49 -0.69
21 H -1.65 -0.15 -2.15
22 H -3.04 1.96 -1.64
23 H -1.41 2.01 -2.31
24 H -2.97 4.13 -0.53
25 H -2.11 5.50 1.44
26 H -0.22 4.49 2.81
27 H 1.01 2.42 3.40
28 H 2.05 2.58 1.98
29 H 2.21 0.43 2.21
30 H 0.62 0.24 4.16
31 H 0.86 -1.14 3.07
32 H -1.39 0.90 2.86
33 H -1.54 -0.67 3.65
34 H -1.32 -1.70 1.52
35 Se 3.62 -1.79 -0.12
36 Se 2.17 -3.06 -1.45
37 Te 0.74 -3.65 0.72
38 Se -1.60 -4.17 0.20
39 C 0.66 6.03 -1.39
40 C 2.14 6.11 -1.03
41 C 2.35 5.91 0.46
42 C 2.97 5.13 -1.87
43 N 2.68 3.74 -1.57
44 C 1.71 2.95 -2.06
45 N 1.75 1.80 -1.44
46 N 2.77 1.90 -0.55
47 N 3.32 3.06 -0.61
48 H 0.09 6.77 -0.84
49 H 0.23 5.06 -1.12
50 H 0.50 6.20 -2.46
51 H 2.52 7.10 -1.31
52 H 1.87 5.00 0.81
53 H 1.90 6.74 1.01
54 H 3.41 5.87 0.73
55 H 4.04 5.25 -1.71
56 H 2.77 5.27 -2.93
57 H 1.01 3.23 -2.82
58 S 0.39 -1.70 -3.54
59 C 0.91 -1.57 -2.01


DFT (the ωB97M-V functional and the def2-TZVPD basis) results for one molecule with the formula C5H8O2.

Output
Highest occupied orbital energy (eV): -8.52
Molecular weight (g mol⁻¹): 100.117
Multiplicity: 1
HOMO-LUMO gap (hartree): 0.3410
Lowest unoccupied orbital energy (eV): 0.75

Atoms and positions in Å:
1 C 2.01 -0.40 0.15
2 C 1.04 0.63 0.65
3 O 0.28 1.36 -0.31
4 C -0.42 0.50 0.59
5 C -2.79 0.43 -1.37
6 O -2.50 -0.29 -0.32
7 C -1.13 -0.67 -0.02
8 H 2.30 -1.07 0.97
9 H 1.60 -1.00 -0.66
10 H 2.92 0.09 -0.22
11 H 1.43 1.26 1.45
12 H -1.01 1.03 1.34
13 H -1.82 0.61 -1.91
14 H -0.65 -1.00 -0.95
15 H -1.21 -1.51 0.68


DFT (the ωB97M-V functional and the def2-TZVPD basis) results for a 5-piece molecular cluster, C19H47N2O15S4 overall.

Output
Highest occupied orbital energy (eV): -4.43
Molecular weight (g mol⁻¹): 671.852
Multiplicity: 1
HOMO-LUMO gap (hartree): 0.2275
Lowest unoccupied orbital energy (eV): 1.76
Total charge: -1

Atoms and positions in Å:
1 N 3.13 0.82 3.00
2 C 2.73 1.61 4.20
3 C 1.86 2.92 3.86
4 C 0.52 2.60 3.02
5 C -0.68 3.65 3.30
6 C -2.11 3.06 2.84
7 N -2.87 2.41 3.95
8 O -3.49 3.48 4.61
9 C -4.02 1.65 3.33
10 C -4.05 0.09 3.71
11 O -3.98 -0.77 2.75
12 O -4.20 -0.29 5.03
13 H 2.43 0.83 2.26
14 H 3.32 -0.17 3.23
15 H 3.69 1.94 4.76
16 H 2.16 0.94 4.94
17 H 1.58 3.41 4.87
18 H 2.55 3.68 3.34
19 H 0.81 2.70 1.91
20 H 0.17 1.53 3.29
21 H -0.46 4.56 2.62
22 H -0.67 4.02 4.38
23 H -1.88 2.26 2.05
24 H -2.71 3.89 2.32
25 H -4.07 3.14 5.32
26 H -5.04 2.07 3.67
27 H -4.01 1.79 2.18
28 O 2.50 4.57 0.08
29 S 3.56 5.27 -0.60
30 O 3.69 5.23 -2.04
31 O 4.98 4.88 0.06
32 C 5.34 3.50 0.12
33 C 5.74 2.96 -1.24
34 C 3.53 6.97 -0.11
35 H 4.53 2.91 0.56
36 H 6.20 3.42 0.80
37 H 4.89 2.97 -1.93
38 H 6.10 1.94 -1.16
39 H 6.52 3.59 -1.69
40 H 3.47 7.03 0.98
41 H 2.66 7.44 -0.56
42 H 4.44 7.46 -0.47
43 O -5.47 -3.56 -2.58
44 S -5.92 -4.41 -1.51
45 O -7.29 -4.40 -1.06
46 O -4.95 -4.22 -0.24
47 C -4.77 -2.90 0.30
48 C -6.00 -2.44 1.06
49 C -5.48 -6.08 -1.88
50 H -4.51 -2.19 -0.49
51 H -3.93 -2.94 0.99
52 H -6.86 -2.32 0.40
53 H -5.81 -1.47 1.54
54 H -6.28 -3.17 1.83
55 H -4.44 -6.12 -2.19
56 H -6.13 -6.42 -2.70
57 H -5.65 -6.70 -1.00
58 O 0.37 -5.91 2.01
59 S 0.38 -6.53 0.71
60 O 1.17 -6.02 -0.38
61 O -1.15 -6.72 0.21
62 C -1.99 -5.56 0.13
63 C -1.61 -4.68 -1.05
64 C 0.77 -8.25 0.90
65 H -1.96 -5.00 1.06
66 H -3.01 -5.92 0.00
67 H -0.62 -4.26 -0.93
68 H -2.32 -3.86 -1.16
69 H -1.61 -5.27 -1.98
70 H 0.15 -8.67 1.70
71 H 1.82 -8.32 1.17
72 H 0.58 -8.76 -0.04
73 O 4.30 3.11 -4.80
74 S 3.27 2.16 -4.50
75 O 3.57 0.86 -3.96
76 O 2.33 1.97 -5.80
77 C 2.94 1.58 -7.03
78 C 3.34 0.11 -7.01
79 C 2.07 2.93 -3.46
80 H 3.79 2.22 -7.26
81 H 2.20 1.73 -7.82
82 H 4.13 -0.07 -6.28
83 H 3.72 -0.20 -7.99
84 H 2.49 -0.52 -6.74
85 H 1.80 3.90 -3.87
86 H 2.51 3.05 -2.47
87 H 1.19 2.28 -3.38